[1]
Below is C30H33MoN2O11 as an isolated structure, with properties calculated with ωB97M-V with the def2-TZVPD basis set.

Its total energy is -2168.14935 Eh. Its energy relative to the best compared isomer or geometry (same formula, charge and spin) is 0.0000 eV. Its multiplicity is 3. For the orbital gap (alpha / beta), the calculation gives 4.571 / 4.378 eV. The lowest unoccupied orbital energy (alpha / beta) comes out at 0.0469 / 0.0468 Eh. The charge is -1.

Element x y z (Å)
Mo1 -0.8934 -0.3884 2.2668
O1 5.0791 3.5593 -4.4119
O2 -3.7111 -1.5873 1.9015
O3 6.1142 1.1465 -4.7028
O4 -7.5633 -4.8014 1.3305
O5 -3.4185 -0.9289 4.0780
O6 -9.1323 -1.6936 6.4886
O7 3.9703 3.9749 -2.4857
O8 1.1779 -1.2206 -2.0376
O9 -7.4118 -0.3689 6.8299
O10 -9.2327 -4.7098 2.7579
O11 6.3947 1.4203 -2.4624
N1 -8.0104 -1.2417 6.1660
N2 -8.1157 -4.3231 2.3436
C1 -8.0635 -2.7417 4.2221
C2 -6.0947 -1.3421 4.6057
C3 4.1953 1.6956 -3.2751
C4 -0.0278 -2.3431 1.8222
C5 -6.1691 -2.8198 2.6770
C6 2.2911 -0.8211 -1.2239
C7 1.3064 -0.6138 -3.3603
C8 -2.4272 1.4105 2.9912
C9 0.9281 -0.9424 3.4289
C10 -0.2147 -1.5847 4.0240
C11 -0.2849 1.8139 2.1395
C12 -0.8234 -2.4342 3.0286
C13 -7.4523 -3.2695 3.0719
C14 -7.3921 -1.7641 4.9747
C15 -1.0516 1.6428 3.3626
C16 1.0505 -1.4032 2.0641
C17 5.1859 4.9622 -4.6153
C18 4.3512 3.1975 -3.3411
C19 -1.2148 1.6965 1.0276
C20 3.7576 1.2114 -1.8805
C21 0.8473 -1.6328 -4.4010
C22 2.8254 -0.2797 -3.5776
C23 3.3828 -0.2370 -2.1170
C24 7.6280 2.1662 -2.4550
C25 -2.5204 1.4487 1.5612
C26 -4.0584 -1.4253 3.1033
C27 -5.4774 -1.8831 3.4658
C28 5.6601 1.3554 -3.5975
C29 0.3846 0.6131 -3.4016
C30 3.2238 1.0297 -4.2737
H1 0.9010 -1.1922 -5.4056
H2 -5.7057 -3.1863 1.7648
H3 0.3184 1.0258 -4.4172
H4 8.4573 1.4628 -2.5685
H5 0.7257 1.3933 -2.7078
H6 5.7162 5.4372 -3.7808
H7 7.6380 2.9194 -3.2534
H8 3.7462 0.8788 -5.2249
H9 1.4878 -2.5244 -4.3797
H10 1.8598 -1.1765 1.3827
H11 5.7575 5.0609 -5.5361
H12 -0.4952 -1.5486 5.0689
H13 -0.6260 0.3099 -3.0935
H14 4.5623 1.3514 -1.1530
H15 -0.9607 1.8627 -0.0190
H16 1.9104 -0.1142 -0.4644
H17 -3.2613 1.3568 3.6817
H18 -3.4473 1.3767 0.9964
H19 7.6410 2.6493 -1.4750
H20 0.7573 2.1062 2.0654
H21 4.1920 5.4150 -4.7197
H22 3.3038 -1.1239 -4.1028
H23 2.8820 1.7999 -1.5720
H24 -9.0300 -3.1087 4.5454
H25 -0.6822 1.7613 4.3801
H26 2.3621 1.6886 -4.4372
H27 4.3021 -0.8390 -2.0422
H28 -0.1883 -1.9392 -4.2141
H29 2.6649 -1.7117 -0.6953
H30 1.6463 -0.3267 3.9610
H31 -0.1826 -2.9158 0.9183
H32 -5.5648 -0.6102 5.2079
H33 -1.6805 -3.0816 3.1759

***

[2]
Below is C30H33N10O2PPbS3 as an isolated structure, with properties calculated with ωB97M-V with the def2-TZVPD basis set.

Its total energy is -3589.75956 Eh. For the orbital gap, the calculation gives 6.175 eV. The lowest unoccupied orbital energy comes out at -0.0384 Eh.

Element x y z (Å)
Pb1 0.0953 -0.2170 -1.1698
S1 -3.7248 -0.2296 -0.1955
S2 4.7301 0.3175 0.7846
S3 2.5393 -0.8689 -0.7910
P1 -1.2690 -3.4930 -1.7296
O1 0.9390 1.6906 -2.1836
O2 -0.4444 -1.4900 0.9566
N1 -3.8225 -3.2910 -2.9795
N2 2.3329 1.3542 0.8449
N3 -4.9218 -1.0557 2.0517
N4 -3.8414 1.0158 2.1046
N5 0.1226 -4.6180 0.2672
N6 -3.8231 -3.8545 -0.6177
N7 -3.1268 -5.5001 -2.2728
N8 0.9476 1.4178 0.7792
N9 2.4104 -3.5488 4.1123
N10 0.6244 -0.7656 2.8340
C1 5.2679 5.0183 0.5171
C2 4.9183 3.7803 0.0034
C3 2.9953 0.3980 0.3242
C4 -4.8833 0.2880 4.0564
C5 -3.8001 -4.7139 -3.2996
C6 0.5597 -3.9825 1.1311
C7 2.3353 5.0246 -2.4293
C8 -5.2353 -0.8538 3.3034
C9 5.4430 1.3894 -0.5248
C10 1.9929 3.7317 -2.7673
C11 -2.4487 -3.3344 -0.3162
C12 -1.6805 -5.2357 -2.2174
C13 -3.7695 -5.3269 -1.0208
C14 6.5491 5.2366 1.0066
C15 7.1287 2.9711 0.4559
C16 5.8453 2.7446 -0.0270
C17 7.4813 4.2101 0.9711
C18 1.7621 -3.3307 3.1821
C19 -2.4598 -2.7289 -2.9679
C20 2.0180 5.5607 -1.1798
C21 1.3768 4.7534 -0.2592
C22 -4.4909 -3.0666 -1.7435
C23 1.0795 3.4296 -0.5645
C24 0.3503 -1.7303 1.9153
C25 1.3444 2.8825 -1.8460
C26 0.4037 2.5025 0.3486
C27 0.9268 -3.0237 2.0875
C28 -4.1552 1.2234 3.3978
C29 -4.2009 -0.1013 1.3904
C30 -1.0467 2.7249 0.6845
H1 2.8568 5.6371 -3.1547
H2 -4.8079 -5.6615 -1.0717
H3 7.8574 2.1687 0.4326
H4 -2.0608 -3.8876 0.5373
H5 8.4836 4.3729 1.3462
H6 -2.5293 -2.2840 -0.0414
H7 4.6892 1.4601 -1.3084
H8 -4.8272 -5.0718 -3.4034
H9 -1.2914 3.7803 0.5685
H10 6.3020 0.8427 -0.9115
H11 -5.1605 0.4047 5.0907
H12 -1.2435 2.4053 1.7095
H13 -1.6905 2.1592 0.0012
H14 -5.8063 -1.6458 3.7783
H15 -3.2794 -4.8535 -4.2455
H16 1.4148 -0.9207 3.4416
H17 -5.5256 -3.4119 -1.7865
H18 -2.0371 -2.8396 -3.9691
H19 -1.2091 -5.9193 -1.5120
H20 -1.2552 -5.4282 -3.2035
H21 0.5344 0.1706 2.4610
H22 -2.5330 -1.6568 -2.7699
H23 -4.4536 -2.0178 -1.4502
H24 -4.3912 -3.7658 0.2252
H25 -3.2818 1.6899 1.5985
H26 1.1405 5.1346 0.7286
H27 4.5352 5.8149 0.5333
H28 2.2787 6.5807 -0.9334
H29 2.2113 3.3328 -3.7494
H30 -3.7979 2.1419 3.8414
H31 3.9191 3.6106 -0.3752
H32 6.8210 6.2033 1.4107
H33 -3.2382 -5.8508 -0.2266

***

Q: The lowest total energy belongs to which entry?
A: C30H33N10O2PPbS3

***

Repeat the first record exactly.
Below is C30H33MoN2O11 as an isolated structure, with properties calculated with ωB97M-V with the def2-TZVPD basis set.

Its total energy is -2168.14935 Eh. Its energy relative to the best compared isomer or geometry (same formula, charge and spin) is 0.0000 eV. Its multiplicity is 3. For the orbital gap (alpha / beta), the calculation gives 4.571 / 4.378 eV. The lowest unoccupied orbital energy (alpha / beta) comes out at 0.0469 / 0.0468 Eh. The charge is -1.

Element x y z (Å)
Mo1 -0.8934 -0.3884 2.2668
O1 5.0791 3.5593 -4.4119
O2 -3.7111 -1.5873 1.9015
O3 6.1142 1.1465 -4.7028
O4 -7.5633 -4.8014 1.3305
O5 -3.4185 -0.9289 4.0780
O6 -9.1323 -1.6936 6.4886
O7 3.9703 3.9749 -2.4857
O8 1.1779 -1.2206 -2.0376
O9 -7.4118 -0.3689 6.8299
O10 -9.2327 -4.7098 2.7579
O11 6.3947 1.4203 -2.4624
N1 -8.0104 -1.2417 6.1660
N2 -8.1157 -4.3231 2.3436
C1 -8.0635 -2.7417 4.2221
C2 -6.0947 -1.3421 4.6057
C3 4.1953 1.6956 -3.2751
C4 -0.0278 -2.3431 1.8222
C5 -6.1691 -2.8198 2.6770
C6 2.2911 -0.8211 -1.2239
C7 1.3064 -0.6138 -3.3603
C8 -2.4272 1.4105 2.9912
C9 0.9281 -0.9424 3.4289
C10 -0.2147 -1.5847 4.0240
C11 -0.2849 1.8139 2.1395
C12 -0.8234 -2.4342 3.0286
C13 -7.4523 -3.2695 3.0719
C14 -7.3921 -1.7641 4.9747
C15 -1.0516 1.6428 3.3626
C16 1.0505 -1.4032 2.0641
C17 5.1859 4.9622 -4.6153
C18 4.3512 3.1975 -3.3411
C19 -1.2148 1.6965 1.0276
C20 3.7576 1.2114 -1.8805
C21 0.8473 -1.6328 -4.4010
C22 2.8254 -0.2797 -3.5776
C23 3.3828 -0.2370 -2.1170
C24 7.6280 2.1662 -2.4550
C25 -2.5204 1.4487 1.5612
C26 -4.0584 -1.4253 3.1033
C27 -5.4774 -1.8831 3.4658
C28 5.6601 1.3554 -3.5975
C29 0.3846 0.6131 -3.4016
C30 3.2238 1.0297 -4.2737
H1 0.9010 -1.1922 -5.4056
H2 -5.7057 -3.1863 1.7648
H3 0.3184 1.0258 -4.4172
H4 8.4573 1.4628 -2.5685
H5 0.7257 1.3933 -2.7078
H6 5.7162 5.4372 -3.7808
H7 7.6380 2.9194 -3.2534
H8 3.7462 0.8788 -5.2249
H9 1.4878 -2.5244 -4.3797
H10 1.8598 -1.1765 1.3827
H11 5.7575 5.0609 -5.5361
H12 -0.4952 -1.5486 5.0689
H13 -0.6260 0.3099 -3.0935
H14 4.5623 1.3514 -1.1530
H15 -0.9607 1.8627 -0.0190
H16 1.9104 -0.1142 -0.4644
H17 -3.2613 1.3568 3.6817
H18 -3.4473 1.3767 0.9964
H19 7.6410 2.6493 -1.4750
H20 0.7573 2.1062 2.0654
H21 4.1920 5.4150 -4.7197
H22 3.3038 -1.1239 -4.1028
H23 2.8820 1.7999 -1.5720
H24 -9.0300 -3.1087 4.5454
H25 -0.6822 1.7613 4.3801
H26 2.3621 1.6886 -4.4372
H27 4.3021 -0.8390 -2.0422
H28 -0.1883 -1.9392 -4.2141
H29 2.6649 -1.7117 -0.6953
H30 1.6463 -0.3267 3.9610
H31 -0.1826 -2.9158 0.9183
H32 -5.5648 -0.6102 5.2079
H33 -1.6805 -3.0816 3.1759

***

Q: Which of these has the highest total energy?
A: C30H33MoN2O11